1.
Here is an isolated molecule of C5H7NO2 at a distorted geometry from OMol25. Energies are from the ωB97M-V functional and the def2-TZVPD basis.

Geometry (Å):
1 C 2.9100 0.5182 -0.1772
2 C 1.8209 0.0142 0.3951
3 N 0.5708 0.6966 0.3048
4 C -0.4971 0.0796 0.0702
5 C -0.7769 -1.3628 -0.1973
6 C -1.7444 1.0250 0.0281
7 O -1.7292 2.1985 -0.2362
8 O -2.9112 0.3931 0.2576
9 H 2.8479 1.3896 -0.8067
10 H 3.8825 0.0838 -0.0199
11 H 1.8632 -0.8877 1.0032
12 H -1.4127 -1.4515 -1.0766
13 H -1.3141 -1.7949 0.6459
14 H 0.1415 -1.9180 -0.3688
15 H -3.6514 1.0165 0.1778

Forces on atoms 1 to 6 (eV/Å):
C -0.274 -0.160 0.213
C -0.225 0.382 -0.055
N 0.892 -0.410 -0.136
C -1.525 0.880 0.067
C 0.310 -0.078 -0.003
C 0.036 0.660 -0.430

The orbital gap is 9.67 eV. As for the molecular weight: 113.12 u. The multiplicity is 1. As for the energy above the lowest of the compared OMol25 structures with the same formula, charge and spin: 0.974 eV. As for the SMILES: C=C/N=C(\C)C(=O)O. For the lowest unoccupied orbital energy, the calculation gives 0.014 Eh. The value obtained for the highest occupied orbital energy is -0.3416 hartree.

Löwdin population analysis, charges in e, atoms 1 to 6: 0.02, -0.21, 0.12, -0.26, -0.02, -0.46


2.
Here is a 2-piece molecular cluster, C4H8O2 overall from OMol25. Energies are from the ωB97M-V functional and the def2-TZVPD basis.

Geometry (Å):
1 O -2.1157 -0.2328 0.1383
2 C -1.2889 0.8794 0.3093
3 C 0.0466 0.6333 0.9259
4 C 0.8391 -1.3289 -0.2808
5 C 1.4750 -0.3399 -1.0355
6 O 1.4741 0.8615 -0.6790
7 H -1.8383 -0.6733 -0.6833
8 H -1.8049 1.5203 1.0460
9 H -1.1744 1.4746 -0.6056
10 H 0.0613 -0.0788 1.7430
11 H 0.6043 1.5381 1.1403
12 H 1.1805 -1.3999 0.7475
13 H 0.6171 -2.2976 -0.7291
14 H 2.0042 -0.5862 -1.9710

Forces on atoms 1 to 6 (eV/Å):
O 0.046 -0.323 -0.521
C 0.312 0.368 0.062
C -0.229 0.108 0.209
C 0.159 -0.016 -0.062
C -0.082 0.052 0.024
O -0.033 -0.259 0.006

The orbital gap (alpha / beta) is 7.94 / 7.94 eV. As for the molecular weight: 88.11 u. The multiplicity is 1. As for the energy above the lowest of the compared OMol25 structures with the same formula, charge and spin: 5.220 eV. For the lowest unoccupied orbital energy (alpha / beta), the calculation gives -0.011 / -0.011 Eh. The value obtained for the highest occupied orbital energy (alpha / beta) is -0.3023 / -0.3022 hartree.

Löwdin population analysis, charges in e, atoms 1 to 6: -0.06, -0.32, 0.08, -0.03, -0.36, -0.05


3.
Here is a 11-piece molecular cluster, C41H114N10O11 overall at a distorted geometry from OMol25. Energies are from the ωB97M-V functional and the def2-TZVPD basis.

Geometry (Å):
1 C 12.2800 16.9844 9.8450
2 O 13.3361 16.6461 8.9736
3 C 14.1677 17.7868 8.7162
4 C 14.8984 17.7345 7.4186
5 C 15.4618 16.3799 6.9896
6 N 16.0693 18.6778 7.4764
7 H 11.5885 17.6755 9.4467
8 H 12.6786 17.3175 10.7928
9 H 11.7051 15.9983 9.9787
10 H 13.6152 18.7797 8.6756
11 H 14.8987 17.8917 9.5296
12 H 14.2323 18.1026 6.6585
13 H 16.2752 15.9976 7.6435
14 H 15.8324 16.5538 6.0435
15 H 14.6934 15.6621 6.9888
16 H 15.9013 19.5887 7.9084
17 H 16.5493 18.7074 6.5888
18 C 9.3079 16.3866 16.4525
19 O 8.7387 17.6701 16.0674
20 C 9.6974 18.4049 15.2626
21 C 10.7589 18.9853 16.1551
22 C 10.2215 20.1346 17.0662
23 N 11.6727 19.6376 15.2225
24 H 9.9150 16.0547 15.6433
25 H 8.5243 15.6490 16.5329
26 H 9.8503 16.3722 17.3741
27 H 10.1135 17.7586 14.4774
28 H 9.2582 19.2377 14.7078
29 H 11.2109 18.2276 16.7609
30 H 9.6199 19.6378 17.8858
31 H 9.6326 20.8257 16.5638
32 H 11.0644 20.6178 17.5415
33 H 12.3656 19.0584 14.7610
34 H 12.1346 20.4099 15.6625
35 C 16.9978 9.7470 15.4425
36 O 15.7833 9.0928 15.1388
37 C 14.8377 9.9168 14.5776
38 C 13.4831 9.3319 14.6103
39 C 12.7993 9.1843 15.9626
40 N 13.6224 8.0448 13.8113
41 H 17.6809 9.0735 15.9501
42 H 16.7685 10.6320 16.1097
43 H 17.4398 10.1352 14.4856
44 H 14.8306 10.9144 15.1085
45 H 14.9912 10.0756 13.5076
46 H 12.8275 9.9530 14.0686
47 H 11.9334 8.5477 15.8112
48 H 12.4120 10.0455 16.4557
49 H 13.5093 8.6969 16.6260
50 H 12.7386 7.5408 13.7850
51 H 14.2612 7.3947 14.2844
52 C 15.0093 13.4224 10.1078
53 O 14.5754 12.0954 10.0041
54 C 15.6540 11.1989 9.7719
55 C 15.2240 9.7967 9.5964
56 C 14.3603 9.2512 10.7036
57 N 16.5373 9.1073 9.5484
58 H 15.4891 13.7376 9.1809
59 H 15.6392 13.4423 11.0017
60 H 14.2103 14.1025 10.3948
61 H 16.2453 11.5701 8.8400
62 H 16.3394 11.3635 10.5715
63 H 14.5849 9.7315 8.6722
64 H 14.8160 9.3514 11.6882
65 H 14.4144 8.1747 10.7180
66 H 13.3250 9.6776 10.6738
67 H 16.3406 8.0935 9.4634
68 H 17.0297 9.3153 8.6829
69 C 21.6573 13.9123 14.3121
70 O 20.6749 14.4183 13.4487
71 C 20.3146 13.4973 12.3896
72 C 19.2674 14.2013 11.5763
73 C 18.8446 13.3675 10.3818
74 N 19.7044 15.4824 11.0995
75 H 22.5626 13.5605 13.8463
76 H 21.2256 13.1278 14.9109
77 H 21.8769 14.7661 14.9576
78 H 21.1489 13.2071 11.8167
79 H 19.8062 12.5781 12.7669
80 H 18.3698 14.2365 12.2612
81 H 17.9817 13.8177 9.9533
82 H 18.6475 12.2858 10.5763
83 H 19.6361 13.4740 9.6324
84 H 19.7004 16.2315 11.8411
85 H 19.0646 15.8890 10.4264
86 C 17.8766 15.7526 17.2524
87 O 18.4113 17.1071 17.4076
88 C 18.7424 17.7554 16.1284
89 C 17.4906 18.0993 15.3191
90 C 17.7492 18.7645 13.9339
91 N 16.4892 18.8830 16.0181
92 H 18.4781 15.1225 16.5477
93 H 16.8509 15.7974 16.8007
94 H 17.8402 15.3185 18.2375
95 H 19.3140 18.6255 16.3538
96 H 19.3610 17.0729 15.5127
97 H 17.0543 17.0844 15.1360
98 H 18.2580 19.7035 14.2185
99 H 16.8550 19.1484 13.4948
100 H 18.3579 18.2349 13.1720
101 H 16.7486 19.8722 16.1103
102 H 16.3643 18.5187 16.9508
103 C 14.1714 13.0804 13.3929
104 O 14.8492 13.9543 14.2838
105 C 15.4302 15.0707 13.5617
106 C 14.5221 16.2545 13.3267
107 C 15.0243 17.1688 12.2094
108 N 14.2417 17.0824 14.5417
109 H 13.4559 12.4978 13.9874
110 H 14.8219 12.5369 12.7748
111 H 13.5407 13.6741 12.7289
112 H 16.2972 15.3748 14.0450
113 H 15.8388 14.6909 12.6771
114 H 13.4861 15.8644 12.9812
115 H 14.5278 18.1348 12.1865
116 H 14.8683 16.7050 11.2176
117 H 16.0987 17.2820 12.2226
118 H 14.0052 16.4137 15.2602
119 H 15.0797 17.6537 14.8911
120 C 13.0158 14.8589 16.9527
121 O 11.9045 14.2766 17.6260
122 C 12.3145 13.6405 18.8067
123 C 12.2885 12.1328 18.4889
124 C 10.8320 11.7867 18.1693
125 N 12.6321 11.4535 19.7267
126 H 13.7676 14.1582 16.5382
127 H 13.5699 15.5893 17.6032
128 H 12.6432 15.4403 16.0970
129 H 13.3045 14.0001 19.1509
130 H 11.5683 13.8144 19.5945
131 H 12.8694 11.9766 17.6073
132 H 10.6727 10.7184 17.9536
133 H 10.5213 12.2202 17.2283
134 H 10.2178 11.9801 19.0427
135 H 13.5859 11.6633 19.9511
136 H 12.4262 10.4244 19.6484
137 C 15.1421 21.3272 12.0293
138 O 13.8549 21.3576 11.3599
139 C 12.7589 21.1259 12.2674
140 C 11.3912 20.9832 11.4987
141 C 10.7092 22.2797 11.0416
142 N 10.4159 20.2120 12.3085
143 H 15.0782 21.8625 12.9782
144 H 15.7790 21.8794 11.3647
145 H 15.4183 20.2652 12.2602
146 H 12.9078 20.1054 12.6760
147 H 12.7991 21.7490 13.1477
148 H 11.6140 20.3812 10.6306
149 H 11.3974 22.9700 10.4919
150 H 10.3841 22.8140 11.9071
151 H 9.8782 22.0828 10.3883
152 H 10.6600 19.2336 12.5313
153 H 10.3198 20.5907 13.2377
154 C 8.2440 15.3314 12.6156
155 O 8.8225 14.2535 13.3330
156 C 9.7504 13.4810 12.5372
157 C 10.3984 12.4459 13.4103
158 C 11.0346 13.1344 14.6517
159 N 11.3491 11.6351 12.7176
160 H 9.0333 16.0080 12.4366
161 H 7.5902 15.7975 13.3114
162 H 7.7418 15.0002 11.7061
163 H 9.2812 12.9894 11.6226
164 H 10.4632 14.2317 12.1280
165 H 9.6050 11.7822 13.8403
166 H 10.3107 13.5875 15.3107
167 H 11.7323 13.9069 14.2842
168 H 11.5518 12.3390 15.2072
169 H 10.9039 10.8554 12.2267
170 H 11.8487 12.2085 12.0294
171 C 18.2087 18.5646 10.6305
172 O 18.3709 18.5238 9.2055
173 H 19.1560 18.9214 10.9969
174 H 17.3330 19.2440 10.8774
175 H 18.0303 17.5739 11.0222
176 H 17.4978 18.4395 8.7275

Forces on atoms 1 to 6 (eV/Å):
C -0.237 -3.078 0.469
O 0.447 1.249 -0.826
C -0.342 0.999 0.925
C 1.691 0.185 -0.362
C 0.113 0.700 2.482
N -0.515 -0.700 1.003

The orbital gap is 9.21 eV. As for the molecular weight: 923.42 u. The multiplicity is 1. As for the energy above the lowest of the compared OMol25 structures with the same formula, charge and spin: 2.506 eV. As for the SMILES: COC[C@H](C)N.COC[C@H](C)N.COC[C@H](C)N.COC[C@H](C)N.COC[C@H](C)N.COC[C@H](C)N.COC[C@H](C)N.COC[C@H](C)N.COC[C@H](C)N.COC[C@H](C)N.CO. For the lowest unoccupied orbital energy, the calculation gives 0.017 Eh. The value obtained for the highest occupied orbital energy is -0.3214 hartree.

Löwdin population analysis, charges in e, atoms 1 to 6: -0.11, -0.18, -0.21, -0.40, -0.03, 0.03


4.
Here is C11H9Cl3N2O3S6SiW as an isolated structure from OMol25. Energies are from the ωB97M-V functional and the def2-TZVPD basis.

Geometry (Å):
1 W -0.5546 -1.7183 1.0040
2 S 4.8639 -2.8049 5.7761
3 C 3.6669 -2.5179 4.7178
4 S 3.8873 -2.5325 2.9882
5 C 2.2370 -2.1430 2.5759
6 C 1.3748 -1.9698 3.5964
7 S -0.3027 -1.6100 3.3536
8 S 2.0309 -2.1503 5.2005
9 S 1.7418 -1.9858 0.9169
10 C -0.1695 -0.0579 -3.3666
11 C -0.4140 -0.7793 -2.1352
12 N -0.5989 -1.3241 -1.1383
13 H -0.0121 1.0046 -3.1537
14 H -1.0252 -0.1634 -4.0328
15 H 0.7237 -0.4519 -3.8501
16 Cl -1.3087 -5.3440 2.4671
17 Si -1.1047 -4.0904 0.8933
18 Cl -1.3113 -5.1678 -0.8152
19 Cl -2.9283 -2.6938 0.9836
20 N -1.7742 0.1734 0.9826
21 C -1.1757 1.3299 0.2913
22 C 0.1914 1.3805 0.1071
23 C 0.7195 2.2538 -0.8319
24 C -0.1362 3.0353 -1.5863
25 C -1.4955 3.0842 -1.2987
26 C -2.0208 2.2277 -0.3441
27 S 0.4847 3.8562 -3.0714
28 O -0.5174 3.4443 -4.0453
29 O 0.5029 5.2639 -2.7502
30 O 1.7823 3.2267 -3.2574
31 H -2.1823 0.4331 1.8800
32 H -2.5688 -0.0997 0.4033
33 H 0.8455 0.7124 0.6538
34 H 1.7771 2.2678 -1.0562
35 H -2.1375 3.7264 -1.8849
36 H -3.0911 2.1848 -0.1732

Forces on atoms 1 to 6 (eV/Å):
W 0.313 0.252 -0.165
S 0.007 -0.019 0.003
C 0.016 0.040 -0.004
S -0.035 0.003 0.031
C 0.077 -0.018 -0.146
C -0.106 0.000 0.095

The orbital gap (alpha / beta) is 5.87 / 5.85 eV. As for the molecular weight: 727.89 u. The multiplicity is 3. As for the energy above the lowest of the compared OMol25 structures with the same formula, charge and spin: 0.477 eV. For the lowest unoccupied orbital energy (alpha / beta), the calculation gives -0.094 / -0.095 Eh. The value obtained for the highest occupied orbital energy (alpha / beta) is -0.3100 / -0.3100 hartree.

Löwdin population analysis, charges in e, atoms 1 to 6: 0.59, 0.60, -1.49, 0.92, -1.09, -1.11